Record 1
# C9H19N5O4

A molecular structure, C9H19N5O4 (wB97M-V/def2-TZVPD, OMol25).

Calculated values
HOMO-LUMO gap   8.2 eV
Total energy   -928.61937 hartree
Max |F|   8.84 eV/Å
LUMO level   -0.72 eV
ΔE to the lowest compared entry with this formula, charge and spin   1343.4 kJ/mol

```
! RIJCOSX wB97M-V def2-TZVPD def2/J DEFGRID3
* xyz 0 1
C -1.37 1.72 0.16
C -1.40 0.74 1.27
C -1.07 3.06 0.59
C -1.05 -1.31 -0.38
C -2.53 -1.68 -0.73
C -0.09 -2.55 -0.26
C 1.19 -2.19 0.41
C 1.75 -0.72 -0.16
C 3.98 0.15 -0.30
H -2.07 2.07 -1.87
H -3.31 2.23 -0.66
H -0.57 1.13 -0.37
H -2.15 3.63 0.79
H -0.41 3.16 1.48
H 0.72 4.21 -0.85
H -1.48 -1.13 1.78
H -0.54 -0.80 -1.15
H -0.03 -2.97 -1.35
H -0.75 -3.12 0.34
H 1.06 -2.28 1.69
H 1.99 -3.10 0.27
H 1.37 -0.53 -1.51
H 0.98 0.10 0.41
H 3.51 -1.82 0.08
H 2.99 1.52 -1.67
H 6.01 0.46 0.15
H 5.11 -1.15 1.32
H -2.72 0.27 -1.64
N -2.43 1.60 -0.91
N -1.27 -0.68 0.93
N 3.02 -0.73 0.26
N 3.97 1.25 -1.14
N 5.17 -0.31 0.27
O -1.39 1.05 2.46
O -0.44 3.39 -0.78
O -3.11 -2.83 -0.02
O -3.25 -0.74 -1.24
*
```

=====

Record 2
# C11H14N2O

2 unconnected molecules or ions with the total composition C11H14N2O (wB97M-V/def2-TZVPD, OMol25).

Calculated values
HOMO-LUMO gap (alpha / beta)   2.9 / 7.1 eV
Total energy   -612.26326 hartree
Max |F|   2.28 eV/Å
LUMO level (alpha / beta)   3.41 / 3.33 eV
ΔE to the lowest compared entry with this formula, charge and spin   125.6 kJ/mol

```
! RIJCOSX wB97M-V def2-TZVPD def2/J DEFGRID3
* xyz -1 2
C -4.10 -0.52 0.29
C -2.96 -1.45 0.56
C -1.83 -3.24 0.19
C -1.64 -1.16 0.79
N -3.05 -2.78 0.16
N -0.94 -2.28 0.58
H -1.53 -4.24 -0.09
H -3.76 0.50 0.50
H -5.02 -0.75 0.82
H 0.07 -2.31 0.61
H -1.33 -0.23 1.24
H -4.27 -0.48 -0.78
C 0.69 3.82 0.74
C 2.39 0.17 -0.85
C 1.08 0.54 -1.21
C 3.10 0.91 0.07
C 0.68 1.88 -0.87
C 2.53 2.10 0.63
C 1.30 2.56 0.18
O 2.90 -0.96 -1.46
H 3.48 -1.44 -0.85
H 0.55 0.08 -2.03
H 4.11 0.58 0.29
H -0.27 2.26 -1.24
H 3.05 2.64 1.39
H 0.13 4.36 -0.02
H 1.46 4.52 1.08
H 0.03 3.60 1.57
*
```

=====

Record 3
# C29H53FNO11S5

7 unconnected molecules or ions with the total composition C29H53FNO11S5 (wB97M-V/def2-TZVPD, OMol25).

Calculated values
HOMO-LUMO gap   8.6 eV
Total energy   -4109.22158 hartree
Max |F|   10.56 eV/Å
LUMO level   -2.14 eV
ΔE to the lowest compared entry with this formula, charge and spin   227.3 kJ/mol

```
! RIJCOSX wB97M-V def2-TZVPD def2/J DEFGRID3
* xyz 1 1
C 43.23 3.52 18.96
C 41.93 3.76 18.38
O 41.32 4.82 18.42
N 41.06 2.54 18.03
H 41.82 1.88 17.98
H 40.39 2.48 18.72
C 40.23 2.67 16.85
H 43.72 4.32 19.45
H 43.85 3.40 18.06
H 43.08 2.52 19.37
H 39.97 1.64 16.70
H 40.66 3.08 16.00
H 39.32 3.07 16.92
F 44.04 2.79 24.47
C 43.60 3.74 23.67
C 44.52 4.58 22.99
C 44.01 5.56 22.10
C 42.72 5.76 21.78
C 41.86 4.84 22.46
C 42.20 3.76 23.29
H 45.41 4.24 23.09
H 44.89 6.16 21.58
H 42.17 6.37 20.98
H 40.98 5.15 22.18
H 41.45 3.15 23.63
C 35.84 3.78 12.84
C 36.72 4.90 13.60
C 37.81 4.32 14.23
S 37.12 2.82 14.84
O 36.35 3.21 16.00
O 38.14 1.80 14.96
C 35.91 2.47 13.65
H 36.24 3.54 11.79
H 34.81 4.15 12.72
H 36.05 5.30 14.46
H 36.95 5.61 12.78
H 38.38 5.04 14.87
H 38.55 3.84 13.66
H 34.90 2.26 14.06
H 36.27 1.61 13.04
C 48.96 2.67 14.94
C 48.75 2.32 16.40
C 47.90 3.23 16.96
S 46.68 3.74 15.82
O 46.74 5.20 15.79
O 45.43 3.02 15.98
C 47.50 3.07 14.36
H 49.40 1.68 14.37
H 49.66 3.53 14.82
H 49.76 2.28 16.89
H 48.45 1.30 16.32
H 48.34 4.15 17.14
H 47.34 2.79 17.60
H 47.31 3.75 13.58
H 46.90 2.06 14.19
C 43.63 5.13 12.74
C 42.29 4.50 12.38
C 41.41 5.56 12.63
S 41.90 6.25 14.25
O 41.07 5.64 15.25
O 41.86 7.68 14.08
C 43.61 5.69 14.19
H 44.06 5.76 12.01
H 44.44 4.38 12.79
H 42.38 3.72 13.10
H 42.25 4.18 11.42
H 40.41 5.50 12.69
H 41.45 6.25 11.97
H 43.50 5.01 15.01
H 44.29 6.51 14.31
C 44.48 9.46 16.45
C 43.34 9.62 17.45
C 43.18 8.44 18.22
S 44.61 7.44 18.06
O 44.36 6.21 17.27
O 45.37 7.35 19.24
C 45.51 8.56 17.10
H 44.88 10.51 16.19
H 44.01 9.10 15.38
H 42.46 10.19 16.85
H 43.67 10.21 18.06
H 42.58 7.66 17.79
H 43.27 8.79 19.19
H 46.00 7.95 16.12
H 46.42 9.14 17.32
C 36.22 3.24 21.30
C 36.37 1.70 20.88
C 37.47 1.19 21.63
S 38.67 2.44 21.42
O 39.00 2.61 20.00
O 39.70 2.20 22.31
C 37.57 3.66 21.92
H 35.60 3.29 22.09
H 35.94 3.71 20.53
H 36.16 1.92 19.81
H 35.52 1.18 21.19
H 37.85 0.46 21.08
H 37.44 1.25 22.76
H 38.16 4.44 21.41
H 37.66 3.69 22.99
*
```

=====

Record 4
# C43H36ClN4O3P2PtSeTe

A molecular structure, C43H36ClN4O3P2PtSeTe (wB97M-V/def2-TZVPD, OMol25).

Calculated values
HOMO-LUMO gap   5.1 eV
Total energy   -6036.39571 hartree
Max |F|   1.60 eV/Å
LUMO level   -4.94 eV
ΔE to the lowest compared entry with this formula, charge and spin   162.8 kJ/mol

```
! RIJCOSX wB97M-V def2-TZVPD def2/J DEFGRID3
* xyz 1 1
Pt 0.57 0.62 0.22
Cl -3.10 2.09 6.75
C -2.43 1.96 5.15
C -2.02 3.11 4.47
C -1.48 3.01 3.21
C -1.31 1.78 2.56
O -0.80 1.81 1.35
C -1.76 0.63 3.25
C -1.75 -0.70 2.69
O -1.34 -1.04 1.59
C -2.31 0.74 4.54
H -2.13 4.07 4.95
H -1.16 3.91 2.69
H -2.19 -1.47 3.36
H -2.64 -0.15 5.05
Te 1.42 2.96 -2.94
C 0.29 4.30 -1.77
C -0.53 5.24 -2.36
C -1.11 6.19 -1.52
N -0.91 6.24 -0.21
C -0.10 5.33 0.33
C 0.53 4.33 -0.40
C 0.87 1.10 -2.21
P 2.07 0.10 -1.26
C 3.70 0.85 -1.42
C 4.22 1.19 -2.66
C 5.54 1.60 -2.76
C 6.34 1.66 -1.62
C 5.82 1.29 -0.39
C 4.50 0.88 -0.29
C 2.44 -1.58 -1.81
C 2.71 -1.86 -3.14
C 3.16 -3.13 -3.49
C 3.38 -4.08 -2.50
C 3.13 -3.78 -1.17
C 2.65 -2.53 -0.82
P -0.74 0.69 -1.67
C -1.45 -0.72 -2.51
C -2.63 -1.25 -2.00
C -3.27 -2.28 -2.67
C -2.73 -2.77 -3.85
C -1.56 -2.24 -4.36
C -0.91 -1.22 -3.69
C -1.96 1.97 -2.00
C -2.36 2.17 -3.32
C -3.35 3.09 -3.60
C -3.95 3.79 -2.56
C -3.56 3.58 -1.25
C -2.56 2.67 -0.96
H -0.74 5.24 -3.42
H -1.77 6.94 -1.94
H 0.08 5.41 1.39
H 1.19 3.62 0.10
H 3.63 1.11 -3.56
H 5.95 1.87 -3.72
H 7.37 1.99 -1.70
H 6.45 1.32 0.49
H 4.11 0.58 0.67
H 2.57 -1.11 -3.91
H 3.37 -3.36 -4.53
H 3.75 -5.06 -2.78
H 3.30 -4.52 -0.40
H 2.43 -2.29 0.21
H -3.05 -0.86 -1.07
H -4.19 -2.69 -2.27
H -3.24 -3.57 -4.38
H -1.15 -2.62 -5.29
H 0.01 -0.80 -4.09
H -1.91 1.59 -4.13
H -3.66 3.25 -4.62
H -4.74 4.50 -2.78
H -4.04 4.13 -0.45
H -2.23 2.50 0.06
Se 1.68 0.76 2.44
C 3.28 -0.26 2.67
C 3.31 -1.65 2.67
C 4.50 -2.30 2.94
N 5.64 -1.68 3.23
C 5.60 -0.35 3.28
C 4.46 0.40 3.01
H 2.40 -2.22 2.47
H 4.54 -3.39 2.93
H 6.53 0.15 3.54
H 4.49 1.48 3.06
N -0.91 -3.78 0.72
C -0.45 -3.37 -0.50
N -0.39 -4.31 -1.48
O -0.09 -2.22 -0.69
H -1.38 -4.66 0.83
H -1.13 -3.01 1.34
H -0.60 -5.28 -1.32
H 0.03 -4.04 -2.35
*
```

=====

Record 5
# C24H23N8O2S2Ti

A molecular structure, C24H23N8O2S2Ti (wB97M-V/def2-TZVPD, OMol25).

Calculated values
HOMO-LUMO gap (alpha / beta)   5.6 / 5.3 eV
Total energy   -3162.87767 hartree
Max |F|   3.15 eV/Å
LUMO level (alpha / beta)   2.15 / 2.16 eV
ΔE to the lowest compared entry with this formula, charge and spin   61.5 kJ/mol

```
! RIJCOSX wB97M-V def2-TZVPD def2/J DEFGRID3
* xyz -1 1
Ti -0.03 0.29 1.59
C -3.99 -0.84 2.63
C -2.66 -0.51 2.72
N -1.99 0.00 1.68
C -2.71 0.21 0.52
C -4.08 -0.11 0.49
N -4.72 -0.63 1.50
C -1.89 0.67 -0.54
C -2.27 1.05 -1.82
C -1.32 1.42 -2.77
C 0.06 1.30 -2.39
C 0.38 0.93 -1.12
N -0.55 0.68 -0.17
C 1.77 0.73 -0.52
C 2.86 1.55 -1.18
N 3.67 2.32 -0.57
C 3.50 2.49 0.78
C 2.47 1.90 1.45
N 1.60 1.05 0.89
C -1.71 1.86 -4.09
C -3.02 2.27 -4.39
C -3.36 2.61 -5.68
N -2.51 2.59 -6.71
C -1.26 2.23 -6.43
C -0.82 1.87 -5.18
H -4.53 -1.28 3.46
H -2.10 -0.65 3.65
H -4.65 0.05 -0.41
H -3.31 1.05 -2.07
H 0.84 1.52 -3.10
H 2.98 1.45 -2.25
H 4.22 3.14 1.26
H 2.31 2.13 2.51
H -3.76 2.34 -3.61
H -4.37 2.91 -5.92
H -0.59 2.22 -7.28
H 0.21 1.57 -5.05
N 1.18 -0.37 3.33
N 0.31 0.11 4.33
C -0.27 1.41 4.06
O -0.62 2.06 5.03
O -0.36 1.71 2.84
H 1.23 -1.40 3.35
H 2.14 0.01 3.39
H 0.62 0.02 5.29
C 0.80 -4.57 1.94
C 1.23 -3.18 1.51
S -0.17 -2.14 1.26
C 2.52 -2.88 1.29
C 3.66 -3.82 1.55
S 3.13 -1.27 0.79
H -0.28 -4.57 2.01
H 1.22 -4.83 2.91
H 1.11 -5.32 1.21
H 3.31 -4.84 1.71
H 4.22 -3.50 2.42
H 4.34 -3.80 0.70
C 2.11 -0.79 -0.64
H 2.68 -1.00 -1.55
H 1.20 -1.39 -0.60
*
```

=====

Record 6
# C18H19N3O2S

A single C18H19N3O2S molecule (wB97M-V/def2-TZVPD, OMol25).

Calculated values
HOMO-LUMO gap   8.9 eV
Total energy   -1410.25935 hartree
Max |F|   0.92 eV/Å
LUMO level   0.47 eV
ΔE to the lowest compared entry with this formula, charge and spin   165.9 kJ/mol
SMILES   Cc1cccc(NC(=O)CSc2nccn2Cc2ccco2)c1C

```
! RIJCOSX wB97M-V def2-TZVPD def2/J DEFGRID3
* xyz 0 1
C 2.82 -2.23 2.43
C 1.42 -2.21 1.89
C 0.36 -2.32 2.78
C -0.95 -2.30 2.32
C -1.21 -2.15 0.98
C -0.16 -2.04 0.08
N -0.40 -1.82 -1.28
C -1.57 -1.85 -1.97
O -2.62 -2.27 -1.56
C -1.43 -1.28 -3.38
S -0.56 0.33 -3.32
C -1.63 1.09 -2.15
N -2.91 1.26 -2.33
C -3.37 1.78 -1.16
C -2.35 1.92 -0.27
N -1.22 1.47 -0.91
C 0.12 1.44 -0.36
C 0.51 2.79 0.15
C 0.56 3.30 1.42
C 0.97 4.65 1.28
C 1.14 4.85 -0.05
O 0.86 3.74 -0.74
C 1.17 -2.08 0.52
C 2.29 -1.99 -0.48
H 3.37 -3.11 2.07
H 2.81 -2.27 3.52
H 3.37 -1.34 2.13
H 0.56 -2.42 3.83
H -1.77 -2.39 3.02
H -2.23 -2.13 0.61
H 0.40 -1.48 -1.81
H -0.83 -1.93 -4.02
H -2.42 -1.12 -3.81
H -4.41 2.01 -1.05
H -2.31 2.29 0.73
H 0.16 0.72 0.46
H 0.79 1.14 -1.17
H 0.34 2.78 2.32
H 1.12 5.35 2.07
H 1.44 5.72 -0.61
H 2.13 -2.68 -1.30
H 2.37 -0.98 -0.88
H 3.24 -2.24 -0.02
*
```

=====

Record 7
# C4H13NOS

2 unconnected molecules or ions with the total composition C4H13NOS (wB97M-V/def2-TZVPD, OMol25).

Calculated values
HOMO-LUMO gap   9.2 eV
Total energy   -688.36506 hartree
Max |F|   1.05 eV/Å
LUMO level   0.69 eV
ΔE to the lowest compared entry with this formula, charge and spin   62.1 kJ/mol
SMILES   CCNCCS.O

```
! RIJCOSX wB97M-V def2-TZVPD def2/J DEFGRID3
* xyz 0 1
C -1.05 2.03 -0.85
C 0.19 1.40 -0.26
N -0.11 0.86 1.06
C 0.80 -0.06 1.69
C 1.07 -1.35 0.93
S -0.45 -2.40 0.85
H -1.87 1.31 -0.93
H -1.34 2.87 -0.24
H -0.82 2.41 -1.84
H 0.93 2.19 -0.14
H 0.60 0.66 -0.96
H -1.08 0.62 1.16
H 0.41 -0.27 2.68
H 1.74 0.47 1.89
H 1.34 -1.11 -0.09
H 1.82 -1.97 1.40
H 0.07 -3.39 1.59
O -0.46 -1.19 -2.57
H -1.04 -1.61 -1.92
H -0.76 -1.45 -3.45
*
```

=====

Record 8
# C2H3BrS

A single C2H3BrS molecule (wB97M-V/def2-TZVPD, OMol25).

Calculated values
HOMO-LUMO gap   8.3 eV
Total energy   -3050.15207 hartree
Max |F|   3.06 eV/Å
LUMO level   -0.91 eV
ΔE to the lowest compared entry with this formula, charge and spin   67.1 kJ/mol
SMILES   S=CCBr

```
! RIJCOSX wB97M-V def2-TZVPD def2/J DEFGRID3
* xyz 0 1
S -1.83 1.38 0.14
C -0.37 0.77 -0.22
C 0.23 -0.53 0.28
Br 2.27 -0.87 0.02
H 0.01 1.22 -1.15
H -0.24 -0.69 1.27
H -0.07 -1.27 -0.34
*
```